(1)
# C9H14N2O

An isolated ion of composition C9H14N2O and charge +2 (ωB97M-V/def2-TZVPD, OMol25).

Geometry as ORCA input:
```
! wB97M-V def2-TZVPD RIJCOSX def2/J DEFGRID3
* xyz 2 1
C 0.804 -1.029 0.517
C 1.610 -2.182 0.113
C -1.113 -2.404 -0.663
C -0.344 -0.985 -0.491
C 1.052 -3.291 -0.079
C 2.088 -0.800 2.447
C 0.255 0.806 1.976
C 0.248 1.123 -1.477
C -1.627 -0.137 -2.306
N 0.952 -0.398 1.611
N -0.583 -0.063 -1.339
O -0.482 -3.566 -0.140
H -1.970 -2.506 -0.062
H -1.266 -2.593 -1.787
H 2.412 -0.070 3.166
H 1.792 -1.652 3.034
H 2.849 -0.960 1.625
H -0.670 0.820 1.425
H -0.057 0.719 3.084
H 1.015 1.582 1.832
H -0.031 1.724 -2.422
H 0.222 1.907 -0.620
H 1.280 0.801 -1.726
H -2.328 0.662 -2.118
H -1.174 0.199 -3.233
H -2.247 -1.066 -2.094
*
```

Summary:
energy above the lowest of the compared OMol25 structures with the same formula, charge and spin = 485.08 kJ/mol
Kohn-Sham gap (spin up / spin down) = 7.9 / 8.3 eV

natural (NBO) population analysis, charges in e, atoms 1 to 6:
1 C 0.296
2 C -0.158
3 C -0.128
4 C 0.383
5 C 0.513
6 C -0.425



(2)
# C5H10O2

The molecule C5H10O2 (ωB97M-V/def2-TZVPD, OMol25).

Geometry as ORCA input:
```
! wB97M-V def2-TZVPD RIJCOSX def2/J DEFGRID3
* xyz 0 1
C -1.815 0.452 1.320
C -1.068 -0.375 0.283
O -0.514 0.508 -0.746
C 0.286 -0.278 -1.604
C 1.582 -0.546 -0.809
C 1.037 -0.220 0.573
O 1.377 0.989 1.093
H -2.408 1.244 0.831
H -1.109 0.936 1.997
H -2.520 -0.130 1.935
H -1.873 -0.939 -0.285
H 0.420 0.302 -2.516
H -0.214 -1.228 -1.839
H 1.982 -1.569 -0.854
H 2.408 0.123 -1.121
H 0.968 -0.948 1.329
H 1.461 1.680 0.414
*
```

Summary:
energy above the lowest of the compared OMol25 structures with the same formula, charge and spin = 483.29 kJ/mol
Kohn-Sham gap = 8.6 eV

natural (NBO) population analysis, charges in e, atoms 1 to 6:
1 C -0.672
2 C -0.040
3 O -0.595
4 C -0.065
5 C -0.524
6 C 0.268



(3)
# C5H6O2

The molecule C5H6O2 (ωB97M-V/def2-TZVPD, OMol25).

Geometry as ORCA input:
```
! wB97M-V def2-TZVPD RIJCOSX def2/J DEFGRID3
* xyz 0 1
O -1.685 -0.646 0.834
C -1.038 -0.742 -0.422
C -0.698 0.614 -1.000
C 0.359 1.394 -0.800
O 1.492 1.184 -0.025
C 1.618 0.130 0.736
C 1.831 -0.796 1.474
H -1.026 -0.322 1.463
H -0.150 -1.380 -0.365
H -1.753 -1.234 -1.087
H -1.451 1.070 -1.640
H 0.461 2.369 -1.260
H 2.039 -1.640 2.092
*
```

Summary:
energy above the lowest of the compared OMol25 structures with the same formula, charge and spin = 355.81 kJ/mol
Kohn-Sham gap = 10.2 eV
SMILES = C#CO/C=C\CO

natural (NBO) population analysis, charges in e, atoms 1 to 6:
1 O -0.708
2 C -0.111
3 C -0.295
4 C 0.138
5 O -0.475
6 C 0.305



(4)
# C5H14N2

The molecule C5H14N2 (ωB97M-V/def2-TZVPD, OMol25).

Geometry as ORCA input:
```
! wB97M-V def2-TZVPD RIJCOSX def2/J DEFGRID3
* xyz 0 1
C 0.776 -1.322 2.550
C -0.172 -0.277 1.901
C 0.571 0.603 0.920
C -0.429 1.270 -0.009
N -0.993 0.302 -1.002
C -0.017 0.052 -2.117
N -0.381 -0.750 -3.270
H 1.217 -1.829 1.686
H 1.678 -0.825 2.933
H 0.282 -2.069 3.160
H -0.947 -0.908 1.464
H -0.600 0.451 2.603
H 1.295 -0.029 0.392
H 1.127 1.384 1.441
H -1.349 1.542 0.518
H -0.062 2.150 -0.545
H -1.763 0.809 -1.438
H 0.792 -0.401 -1.516
H 0.506 0.976 -2.351
H -1.361 -0.971 -3.258
H -0.171 -0.157 -4.063
*
```

Summary:
energy above the lowest of the compared OMol25 structures with the same formula, charge and spin = 132.27 kJ/mol
Kohn-Sham gap = 10.0 eV
SMILES = CCCCNCN

natural (NBO) population analysis, charges in e, atoms 1 to 6:
1 C -0.608
2 C -0.395
3 C -0.418
4 C -0.217
5 N -0.619
6 C -0.057



(5)
# C5H11B

C5H11B as an isolated structure (ωB97M-V/def2-TZVPD, OMol25).

Geometry as ORCA input:
```
! wB97M-V def2-TZVPD RIJCOSX def2/J DEFGRID3
* xyz 0 1
B -1.286 -0.364 -0.085
C 0.784 -0.828 -0.002
C 1.425 0.265 -0.219
C -1.725 0.537 -1.245
C -2.107 -0.683 1.244
C 2.928 0.320 -0.017
H 1.253 -1.791 0.422
H 0.803 1.101 -0.428
H -1.348 0.505 -2.311
H -1.334 1.539 -0.815
H -2.749 0.629 -1.141
H -3.118 -0.302 1.313
H -1.519 -0.118 2.005
H -1.826 -1.693 1.388
H 3.293 -0.696 -0.019
H 3.207 0.858 0.851
H 3.318 0.721 -0.941
*
```

Summary:
energy above the lowest of the compared OMol25 structures with the same formula, charge and spin = 271.57 kJ/mol
Kohn-Sham gap = 9.4 eV

natural (NBO) population analysis, charges in e, atoms 1 to 6:
1 B 0.902
2 C -0.399
3 C -0.251
4 C -1.076
5 C -1.056
6 C -0.640



(6)
# C7H14

An isolated ion of composition C7H14 and charge +1 (ωB97M-V/def2-TZVPD, OMol25).

Geometry as ORCA input:
```
! wB97M-V def2-TZVPD RIJCOSX def2/J DEFGRID3
* xyz 1 2
C -2.368 -1.396 1.193
C -1.356 -1.192 0.041
C -1.136 0.326 -0.182
C 0.307 0.769 -0.214
C 0.609 1.828 0.648
C 1.317 0.122 -1.065
C 2.760 0.393 -0.732
H -3.320 -0.987 0.850
H -2.447 -2.459 1.374
H -2.049 -0.803 2.055
H -1.691 -1.937 -0.696
H -0.354 -1.589 0.219
H -1.577 0.870 0.642
H -1.643 0.609 -1.124
H -0.188 2.285 1.227
H 1.571 2.304 0.812
H 1.129 -0.967 -0.992
H 1.055 0.307 -2.112
H 3.409 -0.206 -1.363
H 3.000 0.265 0.328
H 2.972 1.461 -0.908
*
```

Summary:
energy above the lowest of the compared OMol25 structures with the same formula, charge and spin = 67.80 kJ/mol
Kohn-Sham gap (spin up / spin down) = 10.7 / 6.9 eV

natural (NBO) population analysis, charges in e, atoms 1 to 6:
1 C -0.592
2 C -0.394
3 C -0.501
4 C 0.338
5 C -0.069
6 C -0.524



(7)
# C4H9NO2

The molecule C4H9NO2 (ωB97M-V/def2-TZVPD, OMol25).

Geometry as ORCA input:
```
! wB97M-V def2-TZVPD RIJCOSX def2/J DEFGRID3
* xyz 0 1
C -2.291 0.763 0.933
C -1.670 -0.465 0.276
N -0.546 -0.147 -0.584
C 0.724 -0.123 -0.106
O 1.042 -0.299 1.053
O 1.602 0.110 -1.113
C 2.960 -0.161 -0.778
H -2.665 1.465 0.180
H -3.124 0.472 1.582
H -1.542 1.275 1.543
H -1.311 -1.156 1.045
H -2.411 -1.000 -0.327
H -0.674 -0.035 -1.576
H 3.555 0.187 -1.624
H 3.252 0.353 0.139
H 3.099 -1.239 -0.642
*
```

Summary:
energy above the lowest of the compared OMol25 structures with the same formula, charge and spin = 43.33 kJ/mol
Kohn-Sham gap = 10.7 eV
SMILES = CCNC(=O)OC

natural (NBO) population analysis, charges in e, atoms 1 to 6:
1 C -0.616
2 C -0.218
3 N -0.634
4 C 0.881
5 O -0.657
6 O -0.527



(8)
# C11H19Cl3IrO2

C11H19Cl3IrO2 as an isolated structure (ωB97M-V/def2-TZVPD, OMol25).

Geometry as ORCA input:
```
! wB97M-V def2-TZVPD RIJCOSX def2/J DEFGRID3
* xyz -2 6
C 1.421 0.574 -0.576
C 0.459 1.584 -0.822
C -0.812 0.966 -1.128
C 0.765 3.013 -0.981
C -0.575 -0.518 -0.969
C 0.807 -0.715 -0.591
C 1.355 -2.010 -0.366
C 2.864 0.793 -0.398
C -1.922 1.613 -1.896
C -1.492 -1.567 -1.464
Ir -1.179 0.481 0.840
Cl -1.928 2.513 1.784
Cl 0.575 1.022 2.274
Cl -3.355 -0.205 0.653
H 1.472 3.362 -0.226
H -0.104 3.661 -0.888
H 1.223 3.186 -1.964
H -2.279 2.476 -1.334
H -2.805 0.975 -1.995
H -1.545 1.975 -2.860
H -2.502 -1.260 -1.185
H -1.245 -2.478 -0.924
H -1.488 -1.762 -2.541
H 0.535 -2.683 -0.177
H 2.100 -2.214 0.698
H 1.930 -2.459 -1.173
H 3.017 1.622 0.301
H 3.398 1.061 -1.325
H 3.327 -0.119 -0.003
O 2.480 -2.596 1.535
H 2.207 -3.404 2.044
C -1.378 -1.433 3.214
O -0.830 -1.119 1.954
H -0.537 -1.505 3.924
H -2.037 -2.320 3.149
H -1.924 -0.509 3.418
*
```

Summary:
energy above the lowest of the compared OMol25 structures with the same formula, charge and spin = 206.38 kJ/mol
Kohn-Sham gap (spin up / spin down) = 4.5 / 5.1 eV

natural (NBO) population analysis, charges in e, atoms 1 to 6:
1 C 0.088
2 C -0.089
3 C -0.158
4 C -0.634
5 C -0.142
6 C -0.021



(9)
# C20H15ClMnN5O4S

C20H15ClMnN5O4S as an isolated structure (ωB97M-V/def2-TZVPD, OMol25).

Geometry as ORCA input:
```
! wB97M-V def2-TZVPD RIJCOSX def2/J DEFGRID3
* xyz 2 5
Mn 0.922 0.058 0.424
C -0.381 -4.641 -0.726
N 0.391 -3.687 -1.529
C 0.543 -3.741 -2.901
C 1.291 -2.688 -3.269
N 1.602 -1.989 -2.105
C 1.030 -2.619 -1.050
S 1.099 -2.213 0.628
C 2.465 -0.870 -2.053
C 3.512 -0.777 -2.947
C 4.307 0.358 -2.926
C 4.034 1.362 -2.011
C 2.983 1.189 -1.140
N 2.206 0.083 -1.146
H -0.602 -5.502 -1.349
H -1.307 -4.175 -0.396
H 0.208 -4.957 0.131
H 0.092 -4.519 -3.492
H 1.601 -2.350 -4.242
H 3.710 -1.585 -3.636
H 5.132 0.452 -3.619
H 4.620 2.268 -1.970
H 2.720 1.956 -0.424
O -2.219 3.915 3.260
C -2.049 2.836 4.005
O -2.537 2.704 5.087
C -1.190 1.728 3.449
C -0.884 0.544 4.144
Cl -1.291 0.062 5.694
N -0.113 -0.234 3.361
N 0.114 0.392 2.187
C -0.528 1.573 2.245
C -0.382 2.405 1.015
O -0.853 3.492 0.865
O 0.353 1.770 0.088
C 0.502 -1.494 3.678
C -0.298 -2.615 3.829
C 0.310 -3.823 4.129
C 1.692 -3.895 4.265
C 2.475 -2.759 4.116
C 1.879 -1.539 3.827
H -1.776 3.884 2.389
H -1.373 -2.540 3.724
H -0.296 -4.708 4.269
H 2.159 -4.839 4.509
H 3.547 -2.814 4.250
H 2.471 -0.634 3.755
*
```

Summary:
Kohn-Sham gap (spin up / spin down) = 6.7 / 7.4 eV

natural (NBO) population analysis, charges in e, atoms 1 to 6:
1 Mn 1.561
2 C -0.414
3 N -0.295
4 C -0.012
5 C -0.049
6 N -0.355



(10)
# C46H61FMoNO8PSeTe

C46H61FMoNO8PSeTe as an isolated structure (ωB97M-V/def2-TZVPD, OMol25).

Geometry as ORCA input:
```
! wB97M-V def2-TZVPD RIJCOSX def2/J DEFGRID3
* xyz 2 1
Mo -0.265 -0.365 1.182
C 4.537 1.213 -4.824
C 4.172 -0.207 -4.369
C 5.436 -1.069 -4.382
C 3.149 -0.810 -5.345
C 3.533 -0.139 -2.996
C 2.333 0.552 -2.835
C 1.651 0.468 -1.644
Se -0.100 1.267 -1.515
C -1.008 -0.238 -2.296
C -1.190 -0.317 -3.658
C -1.864 -1.407 -4.204
C -2.476 -2.282 -3.311
C -2.391 -2.187 -1.923
C -1.526 -1.206 -1.408
O -1.153 -1.074 -0.131
C -3.212 -3.131 -1.049
C -2.528 -4.505 -1.037
C -4.627 -3.251 -1.636
C -3.365 -2.627 0.393
C -1.963 -1.630 -5.701
C -1.323 -2.987 -6.029
C -1.228 -0.556 -6.508
C -3.441 -1.620 -6.118
C 2.160 -0.228 -0.530
O 1.297 -0.380 0.480
C 3.459 -0.750 -0.612
C 4.070 -0.742 -1.867
C 4.204 -1.368 0.565
C 4.164 -2.895 0.401
C 5.660 -0.877 0.564
C 3.602 -0.992 1.924
H 4.991 1.172 -5.810
H 3.660 1.853 -4.882
H 5.247 1.664 -4.136
H 5.829 -1.109 -5.394
H 6.207 -0.644 -3.744
H 5.223 -2.088 -4.066
H 3.601 -0.915 -6.327
H 2.827 -1.793 -5.006
H 2.274 -0.173 -5.444
H 1.899 1.128 -3.637
H -0.787 0.467 -4.279
H -3.066 -3.083 -3.722
H -2.433 -4.895 -2.047
H -1.531 -4.435 -0.597
H -3.115 -5.208 -0.452
H -4.632 -3.732 -2.608
H -5.242 -3.853 -0.974
H -5.081 -2.267 -1.730
H -2.467 -2.836 0.979
H -3.587 -1.559 0.427
H -4.188 -3.150 0.873
H -0.280 -2.993 -5.718
H -1.837 -3.809 -5.538
H -1.361 -3.155 -7.102
H -0.167 -0.544 -6.271
H -1.328 -0.785 -7.566
H -1.654 0.431 -6.344
H -4.004 -2.418 -5.644
H -3.899 -0.668 -5.858
H -3.516 -1.750 -7.194
H 5.018 -1.238 -1.959
H 4.620 -3.193 -0.540
H 4.710 -3.369 1.212
H 3.133 -3.258 0.413
H 6.191 -1.155 -0.339
H 5.700 0.205 0.668
H 6.190 -1.323 1.401
H 2.723 -1.603 2.147
H 4.331 -1.185 2.706
H 3.331 0.063 1.979
C -3.163 4.937 5.543
C -3.184 5.413 4.092
C -2.547 6.797 3.991
C -2.441 7.235 2.537
C -1.598 6.244 1.807
C -0.786 6.621 0.758
C 0.016 5.683 0.109
F 0.785 6.078 -0.900
C 0.019 4.363 0.488
C -0.819 3.954 1.531
C -0.895 2.549 1.860
O -0.066 1.735 1.346
C -1.970 2.179 2.704
C -2.678 3.163 3.376
N -2.471 4.461 3.217
C -1.629 4.893 2.211
C -2.389 0.762 2.892
O -3.218 0.424 3.693
O -1.812 -0.066 2.037
H -3.517 5.741 6.182
H -2.150 4.687 5.847
H -3.808 4.081 5.717
H -4.222 5.462 3.737
H -1.551 6.771 4.438
H -3.151 7.508 4.555
H -2.004 8.230 2.461
H -3.439 7.279 2.090
H -0.768 7.645 0.420
H 0.642 3.643 -0.023
H -3.438 2.842 4.074
C 3.368 -1.992 6.372
C 1.923 -2.123 5.935
O 1.684 -1.175 4.879
P 0.402 -1.130 3.973
O 0.538 0.096 3.109
Te 0.145 -2.899 2.347
O -0.869 -0.951 4.892
C -1.539 -2.056 5.546
C -2.818 -2.428 4.820
H 3.547 -2.650 7.217
H 3.583 -0.970 6.671
H 4.035 -2.272 5.563
H 1.245 -1.906 6.764
H 1.727 -3.135 5.562
H -1.760 -1.701 6.555
H -0.859 -2.912 5.604
H -3.444 -1.544 4.707
H -3.352 -3.174 5.402
H -2.607 -2.846 3.831
*
```

Summary:
energy above the lowest of the compared OMol25 structures with the same formula, charge and spin = 55.69 kJ/mol
Kohn-Sham gap = 6.0 eV

Mulliken population analysis, charges in e, atoms 1 to 6:
1 Mo 0.674
2 C -1.726
3 C 2.029
4 C -2.202
5 C -1.713
6 C -0.337



(11)
# C25H31BFeN13O2S

C25H31BFeN13O2S as an isolated structure (ωB97M-V/def2-TZVPD, OMol25).

Geometry as ORCA input:
```
! wB97M-V def2-TZVPD RIJCOSX def2/J DEFGRID3
* xyz 1 5
Fe -0.379 -0.443 -0.227
N -3.364 -4.664 -0.269
C -2.863 -3.437 -0.394
S -1.253 -3.149 -0.755
N -3.790 -2.467 -0.039
N -3.653 -1.412 -0.607
C -4.612 -0.405 -0.163
C -4.288 0.845 0.347
C -5.288 1.820 0.693
C -4.840 2.943 1.275
C -3.471 3.104 1.775
C -2.598 2.147 1.417
C -2.937 0.903 0.867
O -2.150 -0.051 0.799
H -2.943 -5.531 -0.564
H -4.360 -4.734 -0.220
H -5.606 -0.642 -0.543
H -6.291 1.671 0.525
H -5.582 3.729 1.375
H -3.131 4.045 2.151
H -1.521 2.146 1.706
C 2.678 -1.379 -3.073
C 1.522 -1.672 -2.404
N 1.055 -0.631 -1.742
N 1.849 0.408 -2.031
C 2.893 -0.039 -2.821
B 1.223 1.845 -1.858
N 1.150 2.150 -0.364
C 1.623 3.272 0.315
C 1.506 3.081 1.654
C 0.957 1.806 1.772
N 0.708 1.296 0.586
N -0.217 1.742 -2.359
C -0.597 1.738 -3.670
C -1.894 1.365 -3.744
C -2.196 0.950 -2.398
N -1.141 1.209 -1.598
N 1.972 2.990 -2.513
C 1.549 4.091 -3.267
C 2.719 4.845 -3.443
C 3.754 4.068 -2.830
N 3.282 3.041 -2.199
H 3.233 -2.074 -3.717
H 0.930 -2.591 -2.365
H 3.713 0.580 -3.116
H 2.011 4.065 -0.290
H 1.760 3.745 2.425
H 0.725 1.306 2.699
H 0.055 2.000 -4.405
H -2.482 1.216 -4.648
H -3.152 0.460 -2.103
H 0.535 4.184 -3.443
H 2.838 5.693 -4.068
H 4.779 4.312 -2.753
C 2.076 -2.412 4.502
N 0.976 -2.364 3.462
C -0.204 -1.576 3.844
C 1.295 -2.359 2.123
O 0.726 -1.604 1.286
N 2.292 -3.237 1.788
C 2.944 -3.012 0.518
C 2.609 -4.443 2.534
H 2.113 -1.510 5.093
H 2.999 -2.476 3.968
H 1.976 -3.279 5.200
H -0.594 -1.117 2.959
H 0.039 -0.858 4.538
H -1.054 -2.221 4.156
H 2.454 -2.127 0.195
H 2.929 -3.773 -0.245
H 3.997 -2.734 0.509
H 1.854 -4.680 3.248
H 3.463 -4.415 3.142
H 2.691 -5.292 1.803
*
```

Summary:
energy above the lowest of the compared OMol25 structures with the same formula, charge and spin = 170.62 kJ/mol
Kohn-Sham gap (spin up / spin down) = 6.6 / 6.5 eV

Mulliken population analysis, charges in e, atoms 1 to 6:
1 Fe 0.611
2 N -0.337
3 C 0.433
4 S -0.317
5 N -0.873
6 N 0.719